[1]
{
  "formula": "C28H29ClF39GaNO4",
  "method": "ωB97M-V/def2-TZVPD",
  "elements": ["C", "C", "Cl", "C", "Ga", "C", "C", "N", "C", "F", "F", "C", "F", "F", "C", "F", "F", "F", "H", "H", "H", "H", "H", "H", "H", "H", "H", "H", "H", "H", "H", "C", "C", "C", "F", "F", "F", "F", "O", "C", "C", "F", "F", "F", "F", "H", "H", "H", "H", "C", "C", "C", "F", "F", "F", "F", "O", "C", "C", "F", "F", "F", "F", "H", "H", "H", "H", "C", "C", "C", "F", "F", "F", "F", "O", "C", "C", "F", "F", "F", "F", "H", "H", "H", "H", "C", "C", "C", "F", "F", "F", "F", "O", "C", "C", "F", "F", "F", "F", "H", "H", "H", "H"],
  "coordinates": [[-3.79980, 1.34568, -1.34551], [-3.99427, 0.17735, -0.37877], [-4.33168, -1.28359, -1.42288], [-2.71226, -0.04111, 0.44968], [-2.80803, -1.86311, 1.39675], [-1.82103, -3.33873, 0.34509], [-0.32388, -3.09042, 0.13030], [0.03564, -1.68527, -0.09085], [-2.23554, -1.83113, 3.39994], [-1.33340, -2.85944, 3.57543], [-3.23244, -2.07582, 4.28862], [-1.49837, -0.58721, 3.88746], [-0.36735, -0.37948, 3.23317], [-1.12313, -0.82539, 5.18441], [-2.35063, 0.72553, 3.92991], [-3.55268, 0.59271, 3.49782], [-2.45957, 1.14099, 5.18547], [-1.70704, 1.69256, 3.31346], [-4.73886, 1.62580, -1.82392], [-3.35991, 2.17721, -0.79334], [-3.08945, 1.06112, -2.11895], [-4.85240, 0.35082, 0.26321], [-1.90830, 0.04029, -0.28039], [-2.63046, 0.82288, 1.11831], [-4.36457, -2.29603, 1.39096], [-1.92086, -4.23294, 0.95109], [-2.37928, -3.48755, -0.57620], [0.30830, -3.50797, 0.92565], [-0.03283, -3.61968, -0.78744], [-0.16840, -1.11359, 0.72091], [1.02912, -1.57806, -0.25053], [0.48017, 3.68223, -0.13491], [0.57311, 2.23124, -0.65782], [1.82053, 1.88945, -1.48479], [1.91017, 2.67409, -2.58059], [1.76665, 0.60809, -1.90746], [-0.55190, 1.93555, -1.33616], [0.58797, 1.42521, 0.43628], [-0.28464, 4.61890, -0.90558], [0.31346, 5.22544, -1.99201], [-0.33215, 4.78120, -3.31133], [-0.33839, 3.44833, -3.44993], [0.37090, 5.27910, -4.36260], [1.64290, 5.03336, -1.97125], [0.12555, 6.55923, -1.86450], [-0.05888, 3.61787, 0.80924], [1.45947, 4.08257, 0.12351], [2.72801, 2.00567, -0.88472], [-1.36557, 5.12970, -3.36599], [1.76877, 1.32884, 6.94662], [1.56594, 2.84762, 7.09907], [1.11248, 3.62217, 5.85693], [1.98344, 3.52271, 4.83315], [1.00979, 4.94175, 6.16581], [2.69049, 3.39449, 7.61902], [0.59023, 3.01408, 8.03538], [3.08471, 0.84088, 6.69561], [3.50363, 0.85596, 5.37880], [4.65826, 1.82779, 5.11814], [4.36009, 3.07779, 5.52164], [4.92413, 1.87883, 3.79122], [2.43366, 1.06916, 4.59678], [3.94631, -0.39039, 5.10230], [1.51399, 0.90915, 7.91849], [1.05122, 0.89259, 6.25322], [0.13102, 3.27140, 5.52385], [5.55472, 1.50051, 5.64901], [2.76148, 3.55062, -7.47902], [3.75440, 4.20242, -6.50377], [3.62965, 5.72173, -6.31832], [3.80678, 6.39097, -7.47892], [4.58775, 6.15082, -5.45964], [5.01514, 3.86896, -6.86155], [3.54206, 3.62452, -5.28935], [3.19970, 3.33889, -8.81376], [3.13041, 4.38174, -9.70922], [4.51600, 4.86073, -10.14568], [5.27500, 5.19758, -9.08541], [4.39429, 5.95904, -10.92941], [2.37712, 5.38255, -9.21550], [2.48721, 3.91501, -10.80135], [2.59412, 2.54566, -7.09542], [1.78536, 4.03452, -7.44921], [2.65588, 5.98980, -5.89865], [5.03010, 4.07712, -10.70616], [-3.13006, -8.52328, 3.03568], [-3.02133, -10.00490, 2.64439], [-1.77125, -10.41666, 1.86828], [-1.65498, -9.75335, 0.70146], [-1.83859, -11.74279, 1.57496], [-4.13749, -10.37447, 1.97904], [-3.01284, -10.71846, 3.80923], [-3.88005, -7.68021, 2.18753], [-3.26420, -7.16543, 1.05828], [-3.86099, -7.71556, -0.23712], [-3.83422, -9.06863, -0.25470], [-3.14260, -7.27975, -1.29440], [-1.93084, -7.35982, 1.13610], [-3.46428, -5.84359, 1.08462], [-3.68116, -8.50991, 3.97483], [-2.15594, -8.09221, 3.26886], [-0.87242, -10.24575, 2.46803], [-4.89607, -7.38690, -0.34802]],
  "e_homo_ha": -0.1871,
  "e_tot_ev": -210067.9910,
  "charge": -1,
  "gap_ha": 0.2581
}

---

[2]
{
  "formula": "C17H23BrN6O2",
  "method": "ωB97M-V/def2-TZVPD",
  "elements": ["C", "O", "C", "C", "N", "N", "N", "N", "C", "C", "N", "C", "C", "C", "N", "C", "O", "C", "C", "C", "C", "Br", "C", "C", "C", "C", "H", "H", "H", "H", "H", "H", "H", "H", "H", "H", "H", "H", "H", "H", "H", "H", "H", "H", "H", "H", "H", "H", "H"],
  "coordinates": [[-7.26820, -3.20031, -1.81917], [-6.57998, -2.70616, -0.70041], [-5.33884, -2.13293, -1.01645], [-4.70295, -1.60632, 0.27120], [-5.46792, -0.53424, 0.83670], [-6.29711, -0.69407, 1.86925], [-6.82968, 0.42623, 2.11450], [-6.38987, 1.36366, 1.28325], [-5.53775, 0.77411, 0.47788], [-4.74718, 1.40627, -0.60739], [-3.34270, 1.04799, -0.48272], [-2.74103, 1.67020, 0.68764], [-1.33206, 1.12962, 0.90318], [-0.47655, 1.41310, -0.33080], [0.86009, 0.88733, -0.16708], [1.96934, 1.62545, -0.41141], [1.92615, 2.78332, -0.77511], [3.26221, 0.90365, -0.20496], [3.43345, -0.07385, 0.77066], [4.65982, -0.69194, 0.93274], [5.71439, -0.33115, 0.11020], [7.39696, -1.19604, 0.32273], [5.56964, 0.65051, -0.85638], [4.34332, 1.26931, -1.00198], [-1.16826, 0.81841, -1.55950], [-2.58349, 1.37460, -1.67772], [-8.20203, -3.61465, -1.44723], [-7.48374, -2.40163, -2.54018], [-6.69245, -3.98558, -2.32505], [-5.46748, -1.31399, -1.74255], [-4.66783, -2.88225, -1.46681], [-3.69651, -1.23712, 0.05925], [-4.68696, -2.40672, 1.01326], [-4.91789, 2.49384, -0.56143], [-5.11219, 1.04640, -1.57491], [-3.36081, 1.44492, 1.55870], [-2.70131, 2.76723, 0.57615], [-0.89187, 1.59689, 1.78455], [-1.38092, 0.05071, 1.07013], [-0.35710, 2.49357, -0.46552], [0.94778, -0.09516, 0.03701], [2.62267, -0.33942, 1.43338], [4.79860, -1.44508, 1.69320], [6.40526, 0.92809, -1.47998], [4.20481, 2.04838, -1.73589], [-0.60204, 1.05935, -2.45980], [-1.21572, -0.26858, -1.45825], [-3.08324, 0.92174, -2.53824], [-2.53672, 2.46472, -1.84111]],
  "e_homo_ha": -0.3462,
  "e_tot_ev": -101079.6891,
  "gap_ha": 0.3588
}

---

[3]
{
  "formula": "C12H11Cl4N3O2",
  "method": "ωB97M-V/def2-TZVPD",
  "elements": ["O", "C", "C", "O", "C", "Cl", "C", "Cl", "C", "Cl", "C", "Cl", "C", "C", "N", "C", "N", "C", "C", "N", "C", "H", "H", "H", "H", "H", "H", "H", "H", "H", "H", "H"],
  "coordinates": [[-1.71773, 2.72631, 1.80252], [-1.87992, 1.61686, 1.29461], [-2.47480, 1.49038, -0.13552], [-3.04896, 2.44512, -0.65147], [-2.37387, 0.17304, -0.77662], [-2.79953, 0.10347, -2.42756], [-2.08658, -0.96935, -0.04545], [-2.02748, -2.50974, -0.79937], [-1.81870, -0.86588, 1.36050], [-2.10470, -2.24639, 2.34031], [-1.60018, 0.35373, 1.96694], [-0.98826, 0.47019, 3.54099], [2.42187, -3.14261, 2.11489], [0.96948, -2.87406, 1.81947], [0.64762, -1.58099, 1.24398], [1.60164, -1.05395, 0.54474], [1.50212, 0.12017, -0.17255], [2.74489, 0.47785, -0.80201], [3.64632, -0.71503, -0.51051], [2.85229, -1.53847, 0.36846], [3.30836, -2.78236, 0.93967], [2.72552, -2.57366, 3.00050], [2.55413, -4.19958, 2.35481], [0.59480, -3.67327, 1.15943], [0.37813, -2.91415, 2.74238], [0.77218, 0.79314, 0.03346], [3.14499, 1.40863, -0.37691], [2.62158, 0.61154, -1.87743], [4.58731, -0.41702, -0.03183], [3.89200, -1.24996, -1.44126], [4.35580, -2.67449, 1.23301], [3.24282, -3.58964, 0.19902]],
  "e_homo_ha": -0.3139,
  "e_tot_ev": -71275.8382,
  "de_lowest_kcal_mol": 5.4,
  "gap_ha": 0.2377
}

---

[4]
{
  "formula": "C19H26F3N2NiOS2",
  "method": "ωB97M-V/def2-TZVPD",
  "elements": ["Ni", "F", "C", "F", "F", "C", "C", "C", "C", "N", "C", "S", "H", "H", "H", "C", "N", "C", "C", "C", "C", "C", "C", "C", "C", "H", "H", "H", "H", "H", "H", "H", "H", "H", "H", "H", "H", "H", "C", "C", "S", "O", "C", "C", "H", "H", "H", "H", "H", "H", "H", "H", "H", "H"],
  "coordinates": [[-1.40936, -0.67449, -0.34130], [1.80695, -2.96114, -5.12451], [0.86594, -2.22233, -4.56394], [-0.34125, -2.41332, -5.13237], [1.22863, -0.96875, -4.81114], [0.95560, -2.36986, -3.07403], [2.00078, -3.16875, -2.53792], [2.15564, -3.24960, -1.12989], [1.23922, -2.54082, -0.36270], [0.25689, -1.85865, -0.91434], [0.08665, -1.75752, -2.25628], [-1.44238, -1.00879, -2.68157], [2.76728, -3.58574, -3.18269], [2.99349, -3.81413, -0.62289], [1.28497, -2.69561, 0.69923], [0.84117, 0.27764, 2.70125], [-0.31969, 1.18254, 2.34525], [-0.07370, 2.65640, 2.67128], [-1.64887, 0.77376, 2.94772], [-1.80443, -0.67136, 2.81173], [-1.99356, -1.44686, 3.93203], [-2.01965, -2.85295, 3.90888], [-1.84867, -3.43567, 2.66522], [-1.68087, -2.68399, 1.50245], [-1.77994, -1.28657, 1.54290], [1.75305, 0.87818, 2.50932], [0.87903, -0.56991, 2.01237], [0.76326, -0.10846, 3.73518], [-0.37725, 1.20184, 1.28046], [0.27201, 2.85986, 3.68992], [-1.03148, 3.22285, 2.60218], [0.67936, 3.03316, 1.95944], [-2.40457, 1.39707, 2.46034], [-1.72347, 1.04180, 3.97524], [-1.83795, -1.08366, 4.91661], [-2.18323, -3.50791, 4.69446], [-1.83835, -4.52881, 2.52581], [-1.68597, -3.12648, 0.50985], [2.73277, 2.96495, -1.77474], [1.57307, 2.58740, -0.91196], [0.44500, 1.34855, -1.57891], [-0.43599, 1.15477, -0.30169], [-0.61512, 2.30950, -2.68898], [-1.76580, 2.93863, -1.89493], [2.70384, 4.01551, -1.99320], [2.68522, 2.43140, -2.75939], [3.70808, 2.73316, -1.31112], [0.92733, 3.47870, -0.76123], [1.86565, 2.18284, 0.06791], [-0.92081, 1.62829, -3.48981], [-0.02966, 3.00533, -3.26935], [-2.49499, 2.13828, -1.52976], [-2.35005, 3.54866, -2.58619], [-1.41379, 3.60109, -1.08014]],
  "e_homo_ha": [-0.4015, -0.4014],
  "multiplicity": 3,
  "s2": 2.01,
  "e_tot_ev": -96011.5853,
  "charge": 1,
  "de_lowest_kcal_mol": 22.5,
  "gap_ha": [0.3115, 0.2923]
}

---

[5]
{
  "formula": "C15H19NO4S2",
  "method": "ωB97M-V/def2-TZVPD",
  "elements": ["C", "C", "O", "C", "C", "C", "C", "S", "O", "O", "N", "C", "C", "S", "C", "C", "C", "C", "C", "O", "C", "C", "H", "H", "H", "H", "H", "H", "H", "H", "H", "H", "H", "H", "H", "H", "H", "H", "H", "H", "H"],
  "coordinates": [[1.48757, -4.42798, 1.86072], [1.33565, -2.91892, 1.96159], [1.79261, -2.36235, 0.74046], [1.67627, -1.03438, 0.53113], [1.20034, -0.11745, 1.46887], [1.10896, 1.22187, 1.13260], [1.47736, 1.64478, -0.12746], [1.28773, 3.36471, -0.54109], [1.60937, 4.16549, 0.60375], [1.93960, 3.62752, -1.79295], [-0.37983, 3.48399, -0.72695], [-0.91594, 3.37504, -2.06979], [-1.57317, 2.01916, -2.30706], [-3.06387, 1.77494, -1.28435], [-2.29631, 1.08900, 0.24174], [-1.99922, -0.35315, 0.10757], [-2.54913, -1.44122, 0.72207], [-1.89176, -2.57576, 0.18606], [-0.99953, -2.09603, -0.71951], [-1.05347, -0.75416, -0.77283], [1.96145, 0.75034, -1.06472], [2.06890, -0.58275, -0.73539], [0.89374, -4.80400, 1.03235], [2.52846, -4.68601, 1.68734], [1.15262, -4.89499, 2.78218], [0.28175, -2.65358, 2.11994], [1.93202, -2.53017, 2.79772], [0.90125, -0.43572, 2.45447], [0.76296, 1.95162, 1.84767], [-0.72715, 4.26227, -0.19117], [-0.08749, 3.49728, -2.77775], [-1.64841, 4.16539, -2.24691], [-1.91007, 1.95175, -3.34075], [-0.89013, 1.20005, -2.09163], [-1.40005, 1.68231, 0.41683], [-3.02231, 1.24585, 1.03622], [-3.32416, -1.43390, 1.46059], [-2.07002, -3.60143, 0.43681], [-0.29489, -2.58340, -1.36265], [2.25193, 1.11993, -2.03519], [2.44636, -1.30599, -1.44053]],
  "e_homo_ha": -0.3105,
  "e_tot_ev": -47212.8485,
  "de_lowest_kcal_mol": 0.0,
  "gap_ha": 0.3336
}

---

[6]
{
  "formula": "C34H36O2",
  "method": "ωB97M-V/def2-TZVPD",
  "elements": ["C", "C", "C", "C", "C", "C", "C", "C", "C", "C", "C", "C", "C", "C", "C", "O", "C", "C", "C", "C", "C", "C", "C", "O", "H", "H", "H", "H", "H", "H", "H", "H", "H", "H", "H", "H", "H", "H", "H", "H", "H", "H", "H", "H", "H", "H", "H", "H", "C", "C", "C", "C", "C", "C", "H", "H", "H", "H", "H", "H", "C", "C", "C", "C", "C", "C", "H", "H", "H", "H", "H", "H"],
  "coordinates": [[5.59277, -3.51081, 1.72150], [5.17483, -2.67123, 0.51972], [6.06252, -1.44678, 0.25659], [6.32078, -0.52608, 1.45932], [5.44417, 0.73595, 1.47579], [4.12447, 0.54085, 2.22216], [3.38256, 1.84998, 2.53549], [1.89695, 1.90275, 2.12662], [1.66801, 1.39650, 0.72348], [1.88415, 2.30833, -0.30393], [1.73764, 1.96633, -1.63650], [1.35227, 0.68297, -1.97251], [1.13677, -0.25517, -0.97963], [1.29792, 0.08014, 0.37799], [1.10511, -0.98761, 1.40892], [1.22878, -0.78437, 2.59835], [0.78993, -2.37137, 0.93781], [0.68276, -3.37908, 1.88786], [0.41052, -4.67505, 1.49341], [0.23978, -4.97901, 0.14690], [0.33719, -3.98117, -0.80199], [0.61480, -2.67833, -0.40835], [0.71373, -1.61398, -1.43354], [0.45652, -1.83164, -2.60266], [6.67562, -3.64429, 1.74500], [5.30756, -3.03775, 2.66119], [5.12086, -4.49168, 1.69934], [5.21065, -3.29934, -0.37364], [4.13090, -2.36268, 0.62501], [7.01347, -1.79934, -0.14797], [5.59095, -0.86791, -0.54109], [7.37158, -0.23668, 1.47681], [6.14456, -1.06499, 2.39051], [5.99196, 1.56682, 1.92710], [5.22114, 1.01410, 0.44273], [4.32632, -0.00913, 3.14300], [3.49454, -0.11002, 1.62055], [3.89914, 2.66973, 2.02950], [3.45473, 2.04660, 3.60514], [1.58152, 2.94906, 2.13568], [1.27383, 1.38538, 2.84446], [2.17061, 3.31653, -0.03019], [1.91134, 2.70914, -2.40277], [1.20944, 0.40774, -3.00698], [0.81683, -3.14348, 2.93316], [0.33113, -5.45822, 2.23468], [0.03150, -5.99427, -0.15948], [0.20436, -4.19163, -1.85276], [-4.18447, 2.60161, -3.06581], [-4.69546, 1.31254, -3.13388], [-3.91860, 0.23400, -2.73476], [-2.62832, 0.44365, -2.26714], [-2.11636, 1.73172, -2.19977], [-2.89375, 2.81050, -2.60053], [-4.79466, 3.44194, -3.37141], [-5.70098, 1.15071, -3.49954], [-4.31770, -0.77092, -2.78801], [-2.01914, -0.39819, -1.96330], [-1.11027, 1.89469, -1.83786], [-2.49337, 3.81509, -2.54877], [-9.82212, 2.32682, -0.27407], [-9.04670, 3.24346, 0.42204], [-7.66415, 3.21730, 0.30044], [-7.05482, 2.27628, -0.51828], [-7.83148, 1.35838, -1.21186], [-9.21398, 1.38324, -1.09032], [-10.90026, 2.34763, -0.18048], [-9.52017, 3.97789, 1.06087], [-7.05975, 3.93185, 0.84436], [-5.97696, 2.25747, -0.61675], [-7.35789, 0.62000, -1.84532], [-9.81815, 0.66652, -1.63168]],
  "e_homo_ha": -0.3393,
  "e_tot_ev": -39937.8068,
  "de_lowest_kcal_mol": 0.0,
  "gap_ha": 0.3014
}